# 1
66
Properties=species:S:1:pos:R:3 method="wB97M-V/def2-TZVPD" lumo_ev=0.3 charge=0 s_squared=6.006 spin_multiplicity=5 fmax_ev_per_a=3.7 homo_lumo_gap_ha=0.23273
O 2.85 1.38 -3.76
C 2.81 1.41 -5.00
C 3.12 2.66 -5.77
C 3.51 3.80 -5.04
H 3.69 3.71 -3.96
C 3.62 5.03 -5.68
H 3.87 5.91 -5.10
C 3.41 5.11 -7.07
H 3.49 6.07 -7.56
C 3.13 3.95 -7.81
H 2.99 4.01 -8.89
C 3.00 2.72 -7.16
H 2.80 1.79 -7.70
H 2.56 0.52 -5.65
C -2.35 0.84 -2.45
C -2.08 -0.12 -1.38
H -3.41 0.85 -2.74
H -1.75 0.61 -3.35
H -2.07 1.86 -2.14
C -2.84 -0.93 -0.67
C -4.34 -1.05 -0.85
H -2.45 -1.57 0.13
H -4.69 -0.41 -1.68
H -4.87 -0.75 0.06
H -4.63 -2.09 -1.07
Pm 0.18 0.26 -0.26
Cl 0.24 2.80 0.24
Cl 1.58 -0.50 -2.29
C -1.71 0.67 2.45
O -0.84 -0.03 1.84
N -2.27 0.33 3.59
C -1.86 -0.81 4.40
C -3.42 1.09 4.06
H -2.05 1.64 2.03
H -1.06 -1.39 3.94
H -2.73 -1.45 4.58
H -1.54 -0.46 5.39
H -3.63 1.88 3.34
H -3.21 1.52 5.04
H -4.29 0.43 4.16
H 0.49 -5.61 0.85
H 2.91 -5.61 -0.34
C 0.19 -4.94 0.04
C 2.44 -4.94 -1.06
N 1.35 -4.19 -0.44
H -0.60 -4.26 0.39
C 1.45 -2.87 -0.36
O 0.58 -2.09 0.13
H 3.18 -4.22 -1.43
H 2.39 -2.47 -0.79
H -0.19 -5.58 -0.76
H 2.07 -5.54 -1.90
N 2.42 0.27 1.09
C 2.28 0.20 2.50
C 2.34 -1.04 3.16
C 2.08 -1.08 4.54
C 1.74 0.08 5.23
C 1.71 1.31 4.56
C 1.98 1.37 3.20
H 3.00 -0.45 0.67
H 2.72 1.19 0.77
H 2.56 -1.95 2.61
H 2.13 -2.03 5.08
H 1.50 0.04 6.30
H 1.47 2.23 5.10
H 1.91 2.31 2.65

# 2
5
Properties=species:S:1:pos:R:3 method="wB97M-V/def2-TZVPD" lumo_ev="-3.0 / -2.9" charge=0 fmax_ev_per_a=5.5 homo_lumo_gap_ha="0.24373 / 0.27464"
C -1.08 0.20 -0.06
C 0.10 -0.49 -0.01
N -1.97 0.98 0.03
S 0.80 -1.87 0.03
Cl 2.15 1.19 0.01

# 3
83
Properties=species:S:1:pos:R:3 method="wB97M-V/def2-TZVPD" lumo_ev=0.3 charge=0 fmax_ev_per_a=2.6 homo_lumo_gap_ha=0.30465 smiles=CC1(C)CCCC(C)(C)N1O.OCCO.OCCO.OCCO.OCCO.OCCO.O
O -0.24 -2.38 0.32
H 0.68 -2.51 0.60
H -0.53 -1.59 0.81
C -2.10 3.48 -1.37
C -1.33 2.86 -0.24
C -0.73 1.54 -0.75
C 0.62 1.75 -1.42
C 1.57 2.39 -0.42
C 1.12 3.73 0.13
N -0.32 3.70 0.34
O -0.82 4.91 0.84
C 1.77 4.05 1.43
C 1.38 4.79 -0.91
C -2.34 2.47 0.85
H -1.39 3.78 -2.15
H -2.53 4.44 -1.04
H -2.88 2.86 -1.78
H -0.67 0.76 0.02
H -1.39 1.13 -1.52
H 0.49 2.28 -2.36
H 1.03 0.75 -1.58
H 2.53 2.51 -0.95
H 1.84 1.63 0.32
H 1.47 3.54 2.34
H 2.87 4.00 1.39
H 1.65 5.12 1.70
H 2.44 4.83 -1.20
H 0.74 4.66 -1.77
H 1.18 5.80 -0.52
H -3.08 1.71 0.57
H -2.89 3.30 1.31
H -1.84 1.99 1.71
H -1.07 4.70 1.75
C -3.75 -0.39 3.98
C -3.13 -1.64 3.35
O -2.03 -1.33 2.48
O -2.73 0.53 4.28
H -4.30 -0.70 4.88
H -4.49 0.13 3.36
H -3.90 -2.22 2.83
H -2.75 -2.27 4.18
H -1.59 -0.55 2.87
H -2.85 0.83 5.19
C 1.83 0.33 4.44
C 1.59 0.58 2.97
O 1.08 -0.62 2.34
O 2.89 -0.60 4.64
H 0.92 -0.18 4.79
H 1.92 1.31 4.91
H 2.56 0.83 2.51
H 0.96 1.46 2.78
H 1.62 -0.73 1.53
H 2.88 -1.26 3.95
C 0.57 -3.48 -3.16
C 0.48 -2.25 -3.95
O 1.14 -2.34 -5.27
O -0.43 -4.47 -3.48
H 0.30 -3.17 -2.14
H 1.58 -3.90 -3.07
H 1.08 -1.46 -3.48
H -0.56 -1.93 -4.05
H 1.26 -3.29 -5.39
H -0.08 -5.31 -3.17
C -3.15 -4.11 0.51
C -2.55 -4.10 -0.89
O -2.52 -2.76 -1.32
O -4.42 -3.46 0.49
H -2.50 -3.44 1.10
H -3.21 -5.08 0.98
H -3.13 -4.71 -1.59
H -1.54 -4.51 -0.88
H -1.69 -2.34 -1.05
H -4.25 -2.75 -0.16
C 4.35 -1.12 -2.06
C 4.24 -1.15 -3.55
O 3.69 -2.40 -3.93
O 3.04 -1.28 -1.45
H 4.73 -0.21 -1.60
H 5.08 -1.87 -1.70
H 5.21 -0.95 -4.02
H 3.51 -0.40 -3.88
H 3.17 -2.19 -4.72
H 2.58 -2.01 -1.90

# 4
19
Properties=species:S:1:pos:R:3 method="wB97M-V/def2-TZVPD" lumo_ev="4.3 / 4.3" charge=-1 s_squared=0.750 spin_multiplicity=2 fmax_ev_per_a=1.7 homo_lumo_gap_ha="0.10027 / 0.43519"
C 1.84 2.73 -1.33
C 0.55 2.23 -2.02
H 2.68 2.41 -1.95
H 1.91 3.82 -1.47
H 1.90 2.52 -0.27
H -0.28 2.01 -1.37
H 0.79 1.36 -2.63
H 0.14 3.04 -2.60
C -1.37 -1.88 1.28
C -0.71 -2.16 -0.04
C -0.44 -1.14 2.25
H -2.38 -1.49 1.17
H -1.62 -2.82 1.80
H -1.26 -2.83 -0.71
H 0.31 -2.55 0.05
H -0.35 -0.09 2.01
H -0.87 -1.12 3.26
H -0.54 -1.23 -0.61
H 0.53 -1.61 2.25

# 5
31
Properties=species:S:1:pos:R:3 method="wB97M-V/def2-TZVPD" lumo_ev=0.0 charge=0 fmax_ev_per_a=5.3 homo_lumo_gap_ha=0.30460
C 1.53 -0.54 1.42
C 2.02 0.64 -0.55
C 2.60 -0.07 -1.53
C 0.46 -1.38 0.83
C 1.43 1.95 -0.89
C -0.62 -0.55 0.09
C -1.10 0.68 0.35
C -2.10 1.40 -0.40
C -0.66 1.39 1.59
C -0.27 -2.15 1.93
C -1.08 -1.30 -1.19
N 2.15 0.37 0.80
O 0.83 2.05 -2.04
O -0.96 -0.55 -2.34
Cl -1.57 -3.19 1.33
H 1.73 -0.57 2.47
H 3.25 -0.87 -1.19
H 2.49 0.20 -2.58
H 0.93 -2.11 0.10
H -1.99 2.46 -0.24
H -3.08 1.18 0.00
H -2.04 1.17 -1.38
H -1.08 2.41 1.56
H 0.33 1.72 1.37
H -0.71 0.95 2.48
H -0.82 -1.41 2.57
H 0.36 -2.70 2.54
H -2.13 -1.49 -1.12
H -0.56 -2.31 -1.16
H 0.75 2.98 -2.29
H -0.08 -0.36 -2.57